Entry 1:
Molecular formula: C29H24CrN5O4S
Method: DFT, wB97M-V/def2-TZVPD

Each line ends with the natural charge from an NBO analysis.
Cartesian coordinates (Å):
1 Cr 0.014 -0.520 0.693  1.1122
2 C -3.005 2.061 2.780  -0.6101
3 C -1.526 2.231 3.103  -0.2702
4 C -0.983 3.509 2.458  -0.6008
5 C -0.701 0.978 2.867  0.0649
6 C 0.688 0.993 3.084  -0.1295
7 C 1.453 -0.164 3.078  -0.1187
8 C 0.873 -1.421 2.860  0.0054
9 C 1.697 -2.675 2.851  -0.6434
10 C -0.519 -1.452 2.657  -0.2598
11 C -1.289 -0.269 2.629  -0.2028
12 H -3.537 2.983 3.011  0.2496
13 H -3.480 1.266 3.355  0.2217
14 H -3.157 1.863 1.713  0.1970
15 H -1.436 2.363 4.189  0.2503
16 H -1.326 3.595 1.428  0.2044
17 H 0.105 3.581 2.474  0.2096
18 H -1.368 4.376 2.992  0.2485
19 H 1.181 1.939 3.269  0.2547
20 H 2.523 -0.097 3.228  0.2589
21 H 2.202 -2.794 3.810  0.2683
22 H 2.471 -2.632 2.083  0.2439
23 H 1.084 -3.558 2.681  0.2335
24 H -1.020 -2.400 2.533  0.2565
25 H -2.353 -0.353 2.461  0.2565
26 S -5.647 -0.064 -4.121  1.0421
27 N -4.607 1.062 -3.626  -0.5884
28 C -3.800 0.472 -2.760  0.1430
29 C -2.694 1.111 -2.074  -0.0016
30 C -2.296 2.438 -2.271  -0.0794
31 C -1.188 2.909 -1.597  -0.2301
32 C -0.511 2.067 -0.721  0.0940
33 N -0.907 0.816 -0.495  -0.4433
34 C -1.970 0.333 -1.178  0.1354
35 C -2.271 -1.072 -0.965  0.2457
36 N -1.454 -1.722 -0.107  -0.4496
37 C -1.624 -3.032 0.052  0.0868
38 C -2.633 -3.743 -0.592  -0.2173
39 C -3.490 -3.077 -1.442  -0.0676
40 C -3.303 -1.709 -1.651  -0.0687
41 C -4.095 -0.896 -2.555  0.0883
42 N -5.124 -1.324 -3.267  -0.5697
43 H -2.845 3.066 -2.961  0.2658
44 H -0.835 3.920 -1.741  0.2614
45 H 0.374 2.390 -0.191  0.2387
46 H -0.927 -3.539 0.706  0.2149
47 H -2.726 -4.805 -0.418  0.2613
48 H -4.286 -3.597 -1.960  0.2667
49 O 1.784 0.499 0.437  -0.6470
50 C 2.046 -0.340 -0.470  0.7749
51 O 1.106 -1.243 -0.637  -0.6099
52 C 3.250 -0.340 -1.289  -0.1448
53 C 3.437 -1.321 -2.262  -0.1383
54 C 4.597 -1.316 -3.015  -0.2002
55 C 5.531 -0.329 -2.766  0.0972
56 C 5.373 0.658 -1.808  -0.1999
57 C 4.211 0.650 -1.060  -0.1404
58 N 6.781 -0.325 -3.578  0.5219
59 O 7.612 0.505 -3.292  -0.3362
60 O 6.878 -1.174 -4.433  -0.3363
61 H 2.682 -2.078 -2.425  0.2413
62 H 4.791 -2.051 -3.783  0.2753
63 H 6.148 1.397 -1.668  0.2752
64 H 4.041 1.401 -0.301  0.2381

The value obtained for the frontier orbital gap (alpha / beta) is 0.2596 / 0.2768 hartree. Its total charge is +2. The calculation puts the relative energy (zero: lowest compared OMol25 entry of this formula, charge and spin) at 0.0 kcal per mole. As for the highest occupied orbital energy (alpha / beta): -14.9032 / -14.9136 eV. Its multiplicity is 2. Its expectation value of S² is 0.760. The molar mass is 590.60 g/mol. The LUMO energy (alpha / beta) comes out at -7.839 / -7.381 eV.


Entry 2:
Molecular formula: C29H24N4O3RuS2
Method: DFT, wB97M-V/def2-TZVPD

Each line ends with the natural charge from an NBO analysis.
Cartesian coordinates (Å):
1 Ru 1.142 1.443 -1.542  1.0281
2 C 2.368 -1.579 1.015  -0.6780
3 C 1.644 -1.143 -0.248  0.3204
4 N 1.103 0.043 -0.080  -0.3611
5 N 0.523 0.200 1.206  -0.3308
6 C -0.005 1.444 1.247  -0.0792
7 S 0.145 2.587 -0.160  0.0726
8 S -0.811 2.045 2.704  0.3769
9 C -1.676 0.552 3.180  -0.5552
10 C -1.257 0.363 4.591  -0.0623
11 C 0.113 0.482 4.894  -0.2243
12 C 0.506 0.247 6.193  -0.1896
13 C -0.368 -0.234 7.137  -0.2132
14 C -1.706 -0.374 6.815  -0.1832
15 C -2.142 0.059 5.578  -0.2193
16 C 1.312 -2.102 -1.269  -0.0934
17 C 1.570 -3.491 -0.969  -0.1583
18 C 1.333 -4.444 -1.969  -0.1665
19 C 1.059 -4.130 -3.266  -0.2098
20 C 1.006 -2.790 -3.667  -0.1145
21 C 0.933 -1.743 -2.679  -0.0645
22 O 2.163 2.445 -3.478  -0.6456
23 H 2.937 -0.785 1.476  0.2403
24 H 3.021 -2.406 0.755  0.2289
25 H 1.650 -2.086 1.741  0.2610
26 H -1.342 -0.318 2.547  0.2616
27 H -2.775 0.602 3.059  0.2414
28 H 0.864 0.674 4.121  0.2209
29 H 1.511 0.448 6.534  0.2159
30 H -0.047 -0.457 8.155  0.2244
31 H -2.367 -0.893 7.562  0.2273
32 H -3.198 0.262 5.488  0.2180
33 H 1.830 -3.846 0.020  0.2375
34 H 1.508 -5.471 -1.786  0.2304
35 H 0.805 -4.876 -4.033  0.2419
36 H 0.748 -2.509 -4.664  0.2171
37 O -6.883 1.059 -1.506  -0.6696
38 C -6.211 0.240 -2.369  0.7760
39 O -6.807 -0.512 -3.060  -0.5108
40 C -4.656 0.315 -2.303  -0.1114
41 C -3.955 -0.885 -2.661  -0.1754
42 C -2.599 -0.843 -2.793  -0.1956
43 C -1.787 0.331 -2.418  0.1331
44 C -2.500 1.478 -2.135  -0.1834
45 C -3.902 1.451 -2.055  -0.1568
46 N -0.358 0.295 -2.484  -0.4102
47 C 0.121 -0.694 -3.159  0.0344
48 C 3.081 2.666 -2.634  0.5647
49 C 4.227 3.486 -2.659  -0.3204
50 C 5.255 3.357 -1.779  -0.1151
51 C 5.154 2.570 -0.618  -0.2881
52 C 3.927 1.913 -0.474  0.0765
53 N 3.000 1.999 -1.406  -0.5341
54 H -6.290 1.485 -0.794  0.4929
55 H -4.519 -1.777 -2.953  0.2604
56 H -1.976 -1.695 -2.975  0.2185
57 H -1.992 2.413 -1.728  0.2434
58 H -4.441 2.358 -1.895  0.2224
59 H -0.184 -0.970 -4.139  0.2200
60 H 4.332 4.160 -3.524  0.2385
61 H 6.193 3.789 -2.093  0.2345
62 H 5.941 2.537 0.068  0.2370
63 H 3.731 1.252 0.338  0.2030

The value obtained for the frontier orbital gap (alpha / beta) is 0.2320 / 0.1577 hartree. Its total charge is +1. The calculation puts the relative energy (zero: lowest compared OMol25 entry of this formula, charge and spin) at 62.1 kcal per mole. As for the highest occupied orbital energy (alpha / beta): -10.2092 / -10.8102 eV. Its multiplicity is 6. Its expectation value of S² is 8.843. The molar mass is 641.74 g/mol. The LUMO energy (alpha / beta) comes out at -3.896 / -6.519 eV.


Entry 3:
Molecular formula: C29H25AsCl3NO5OsS2Si
Method: DFT, wB97M-V/def2-TZVPD

Each line ends with the natural charge from an NBO analysis.
Cartesian coordinates (Å):
1 Os 0.277 1.281 0.241  0.2445
2 O -6.824 0.281 0.681  -0.7234
3 C -6.238 1.220 0.114  0.7088
4 O -6.729 2.154 -0.530  -0.7212
5 C -4.711 1.177 0.230  -0.0073
6 C -3.944 2.192 -0.321  -0.2062
7 C -2.570 2.116 -0.249  0.0359
8 N -1.905 1.104 0.340  -0.5093
9 C -2.658 0.148 0.934  0.0575
10 C -4.042 0.149 0.871  -0.1837
11 C -2.075 -0.994 1.725  0.7793
12 O -2.567 -2.084 1.696  -0.5244
13 O -1.025 -0.720 2.519  -0.8771
14 H -4.436 3.022 -0.810  0.2658
15 H -1.959 2.898 -0.682  0.2069
16 H -4.601 -0.653 1.331  0.2785
17 S 0.147 2.278 -1.834  0.0859
18 C 1.772 2.351 -2.546  -0.2182
19 C 1.882 2.664 -3.900  -0.2069
20 C 3.131 2.708 -4.499  -0.1871
21 C 4.277 2.427 -3.766  -0.2099
22 C 4.170 2.112 -2.419  -0.2073
23 C 2.924 2.086 -1.811  -0.2842
24 As 2.656 1.685 0.052  1.2100
25 C 4.004 0.346 0.387  -0.3781
26 C 3.767 -0.938 -0.099  -0.2147
27 C 4.715 -1.932 0.086  -0.1919
28 C 5.898 -1.647 0.754  -0.1918
29 C 6.136 -0.368 1.232  -0.2229
30 C 5.191 0.633 1.050  -0.1481
31 C 3.309 3.248 0.973  -0.2662
32 C 3.358 3.239 2.365  -0.2261
33 C 3.792 4.365 3.046  -0.1948
34 C 4.165 5.503 2.343  -0.1941
35 C 4.107 5.515 0.959  -0.2051
36 C 3.679 4.387 0.271  -0.2367
37 H 0.988 2.868 -4.475  0.2285
38 H 3.209 2.953 -5.550  0.2241
39 H 5.248 2.450 -4.242  0.2241
40 H 5.057 1.884 -1.839  0.2277
41 H 2.836 -1.160 -0.608  0.2354
42 H 4.524 -2.932 -0.281  0.2179
43 H 6.635 -2.425 0.903  0.2203
44 H 7.058 -0.146 1.753  0.2208
45 H 5.382 1.630 1.427  0.2186
46 H 3.049 2.360 2.916  0.2309
47 H 3.828 4.357 4.128  0.2216
48 H 4.496 6.383 2.878  0.2205
49 H 4.392 6.402 0.411  0.2207
50 H 3.634 4.401 -0.811  0.2226
51 Cl 1.663 -0.104 3.538  -0.3671
52 Si 0.500 -0.482 1.893  1.4414
53 Cl 1.058 -2.396 1.310  -0.3965
54 Cl 0.006 2.703 1.977  -0.1924
55 O 0.514 -0.464 -1.011  -0.9321
56 S -0.556 -0.873 -2.060  1.2415
57 C 0.354 -1.965 -3.160  -0.5774
58 C -0.710 -2.948 -3.624  -0.4189
59 C -1.440 -3.421 -2.358  -0.4096
60 C -1.509 -2.248 -1.364  -0.6111
61 H 1.124 -2.434 -2.545  0.2424
62 H 0.813 -1.375 -3.951  0.2507
63 H -0.260 -3.775 -4.171  0.2400
64 H -1.406 -2.450 -4.303  0.2193
65 H -0.889 -4.243 -1.900  0.2226
66 H -2.437 -3.788 -2.591  0.2388
67 H -1.030 -2.484 -0.419  0.2738
68 H -2.519 -1.890 -1.173  0.2645

The value obtained for the frontier orbital gap (alpha / beta) is 0.1665 / 0.1664 hartree. The calculation puts the relative energy (zero: lowest compared OMol25 entry of this formula, charge and spin) at 8.0 kcal per mole. As for the highest occupied orbital energy (alpha / beta): -7.4282 / -7.4282 eV. Its multiplicity is 1. The molar mass is 931.25 g/mol. The LUMO energy (alpha / beta) comes out at -2.899 / -2.900 eV.